(1)
Below is C21H27N3O2 in the gas phase, with properties calculated with ωB97M-V/def2-TZVPD.

CARTESIAN COORDINATES (ANGSTROEM)
C1 1.2473 0.7167 -5.7874
H1 0.2058 0.4971 -5.5609
H2 1.8330 -0.1867 -5.6253
H3 1.3183 0.9843 -6.8390
C2 1.7685 1.8538 -4.9127
C3 3.2124 2.1904 -5.2752
H4 3.2843 2.4780 -6.3215
H5 3.8592 1.3300 -5.1097
H6 3.5683 3.0177 -4.6675
C4 1.6626 1.4774 -3.4330
C5 1.8454 2.6596 -2.5004
O1 1.9218 3.8053 -2.8923
C6 1.9084 2.3272 -1.0760
C7 2.1426 3.2501 -0.0652
N1 2.1375 2.6028 1.1037
C8 1.8901 1.2683 0.9113
C9 1.7545 1.0688 -0.4454
H7 1.5926 0.1367 -0.9454
C10 1.9392 0.4371 2.1259
O2 2.4846 0.8948 3.1257
N2 1.4185 -0.8108 2.1013
C11 0.5385 -1.3322 1.0788
H8 1.1102 -1.8947 0.3292
C12 -0.5174 -2.2426 1.7209
N3 -0.9218 -1.6361 2.9706
C13 0.1304 -1.7379 3.9677
C14 1.5043 -1.6252 3.2924
H9 1.8757 -2.6144 3.0060
H10 2.2234 -1.1578 3.9657
H11 -0.0087 -0.9199 4.6806
H12 0.0834 -2.6920 4.5223
C15 -2.2063 -2.0944 3.4594
C16 -3.3184 -1.6637 2.5408
C17 -3.3092 -0.3821 2.0027
C18 -4.3253 0.0326 1.1621
C19 -5.3676 -0.8269 0.8549
C20 -5.3853 -2.1030 1.3896
C21 -4.3631 -2.5204 2.2252
H13 -4.3794 -3.5199 2.6372
H14 -6.1950 -2.7780 1.1535
H15 -6.1632 -0.5027 0.2004
H16 -4.3074 1.0297 0.7467
H17 -2.4914 0.2786 2.2474
H18 -2.3619 -1.6342 4.4417
H19 -2.2310 -3.1912 3.5973
H20 -1.3833 -2.3050 1.0596
H21 -0.1246 -3.2651 1.8614
H22 0.0344 -0.4963 0.5910
H23 2.3225 2.9742 2.0246
H24 2.3067 4.3056 -0.1514
H25 2.4062 0.7168 -3.1849
H26 0.6752 1.0552 -3.2250
H27 1.1544 2.7444 -5.0795

The HOMO energy is -8.769 eV. The total energy is -30781.2395 eV. As for the structure (SMILES): CC(C)CC(=O)c1c[nH]c(C(=O)N2CCN(Cc3ccccc3)CC2)c1. The orbital gap is 9.36 eV. As for the total charge: 0. The value obtained for the energy relative to the best compared isomer or geometry (same formula, charge and spin) is 127.4 kJ/mol.

=====

(2)
Below is C21H27N3O2 in the gas phase in a non-equilibrium geometry, with properties calculated with ωB97M-V/def2-TZVPD.

CARTESIAN COORDINATES (ANGSTROEM)
O1 2.5665 2.2070 -1.3154
C1 1.5770 1.5123 -1.2095
N1 0.5040 1.6274 -2.0189
H1 -0.2666 0.9847 -1.9303
C2 0.4857 2.4985 -3.1714
H2 1.2669 3.2453 -3.0162
H3 -0.4884 2.9921 -3.2212
C3 0.7510 1.7259 -4.4736
C4 -0.2399 0.6043 -4.6608
C5 -1.4992 0.8433 -5.0030
C6 -2.5540 -0.2110 -5.1383
C7 -2.1247 -1.5154 -4.4737
C8 -0.7008 -1.8550 -4.8975
C9 0.2639 -0.7870 -4.3887
H4 0.4188 -0.9107 -3.3108
H5 1.2407 -0.9140 -4.8633
H6 -0.6543 -1.8951 -5.9874
H7 -0.4089 -2.8336 -4.5113
H8 -2.1624 -1.4037 -3.3874
H9 -2.8078 -2.3201 -4.7510
H10 -2.7483 -0.3845 -6.2022
H11 -3.4881 0.1497 -4.6991
H12 -1.8168 1.8563 -5.2142
H13 0.6858 2.4316 -5.3034
H14 1.7658 1.3277 -4.4395
C10 1.4504 0.4463 -0.1264
C11 1.6576 1.1079 1.2457
N2 1.6839 0.1180 2.2954
C12 0.5486 -0.2361 2.9244
N3 0.3944 -1.2842 3.6754
C13 -0.8866 -1.1746 4.1678
C14 -1.6174 -1.9887 5.0189
C15 -2.9084 -1.5955 5.3220
C16 -3.4641 -0.4317 4.8003
C17 -2.7478 0.3946 3.9474
C18 -1.4634 0.0005 3.6484
O2 -0.5297 0.5976 2.8430
H15 -3.1704 1.2991 3.5396
H16 -4.4758 -0.1634 5.0644
H17 -3.5042 -2.2078 5.9829
H18 -1.1861 -2.8896 5.4234
C19 2.7186 -0.8838 2.1445
H19 2.6407 -1.5725 2.9853
C20 2.5504 -1.6177 0.8139
C21 2.5366 -0.6165 -0.3389
H20 2.3666 -1.1355 -1.2853
H21 3.5013 -0.1087 -0.4035
H22 3.3647 -2.3305 0.6812
H23 1.6103 -2.1734 0.8362
H24 3.6845 -0.3715 2.1734
H25 0.8627 1.8262 1.4505
H26 2.6169 1.6337 1.2388
H27 0.4609 -0.0224 -0.1535

The HOMO energy is -7.784 eV. The total energy is -30781.7593 eV. As for the structure (SMILES): O=C(NCCC1=CCCCC1)[C@H]1CCCN(c2nc3ccccc3o2)C1. The orbital gap is 8.32 eV. As for the total charge: 0. The value obtained for the energy relative to the best compared isomer or geometry (same formula, charge and spin) is 77.3 kJ/mol.

=====

(3)
Below is C21H27N3O2S in the gas phase, with properties calculated with ωB97M-V/def2-TZVPD.

CARTESIAN COORDINATES (ANGSTROEM)
C1 6.6057 -0.9493 4.1811
C2 5.3198 -1.7656 4.1559
C3 4.2111 -1.0790 4.9495
C4 2.9240 -1.9008 5.0150
N1 2.3454 -2.1151 3.6955
C5 2.4799 -3.3169 3.0794
N2 1.9329 -3.4311 1.8403
C6 1.2356 -2.4780 1.1114
O1 0.8310 -2.8019 0.0116
C7 1.0837 -1.1996 1.7868
C8 0.4505 -0.0625 1.3331
C9 -0.2479 0.3407 0.1675
C10 -0.7420 1.6641 0.1484
C11 -1.4395 2.1694 -0.9137
C12 -1.7037 1.3843 -2.0577
N3 -2.4026 1.8754 -3.1134
C13 -3.1563 3.1073 -2.9967
H1 -2.5095 3.9715 -3.2094
H2 -3.5054 3.1888 -1.9643
C14 -4.3882 3.1796 -3.9022
C15 -5.2701 1.9297 -3.8400
C16 -4.8701 0.8644 -4.8596
H3 -5.6432 0.0938 -4.8885
H4 -4.8265 1.3211 -5.8516
C17 -3.5333 0.1986 -4.5485
H5 -3.2871 -0.4956 -5.3541
C18 -2.3881 1.2078 -4.3945
H6 -1.4272 0.7017 -4.5135
H7 -2.4525 1.9632 -5.1806
H8 -3.6214 -0.3760 -3.6248
H9 -5.2379 1.5071 -2.8339
H10 -6.3028 2.2205 -4.0423
H11 -4.9627 4.0460 -3.5674
H12 -4.1029 3.3725 -4.9374
C19 -1.1962 0.0677 -2.0474
C20 -0.5008 -0.4344 -0.9802
H13 -0.1465 -1.4500 -1.0158
H14 -1.3710 -0.5870 -2.8852
H15 -1.7576 3.1987 -0.8745
H16 -0.5529 2.3035 0.9990
H17 0.5077 0.7305 2.0773
C21 1.6590 -1.0387 3.1351
O2 1.5588 -0.0115 3.7797
H18 2.0390 -4.3342 1.3899
S1 3.2372 -4.6266 3.7334
H19 2.1816 -1.3648 5.6111
H20 3.1165 -2.8803 5.4543
H21 4.5483 -0.9131 5.9743
H22 3.9874 -0.1058 4.5086
H23 5.0019 -1.9008 3.1190
H24 5.5069 -2.7560 4.5755
H25 6.4391 0.0381 3.7555
H26 6.9585 -0.8264 5.2027
H27 7.3840 -1.4452 3.6063

The HOMO energy is -7.853 eV. The total energy is -41617.2276 eV. As for the structure (SMILES): CCCCN1C(=O)/C(=C/c2ccc(N3CCCCCC3)cc2)C(=O)NC1=S. The orbital gap is 7.03 eV. As for the total charge: 0. The value obtained for the energy relative to the best compared isomer or geometry (same formula, charge and spin) is 58.9 kJ/mol.

=====

(4)
Below is a molecular structure, C21H27N3O2S in a non-equilibrium geometry, with properties calculated with ωB97M-V/def2-TZVPD.

CARTESIAN COORDINATES (ANGSTROEM)
C1 5.3768 2.5591 -0.1328
O1 4.8521 2.0725 1.1248
C2 4.0537 3.0232 1.8350
C3 2.7496 3.2311 1.0843
N1 2.2175 1.8652 0.8067
C4 1.9660 1.4711 -0.2981
N2 1.5306 0.2958 -0.3315
C5 1.2360 -0.6896 1.0140
H1 2.0891 -0.7119 1.7243
H2 0.8682 -1.6457 0.6392
C6 -0.0507 0.0495 1.9024
C7 -1.1614 -0.0314 0.9481
C8 -1.7506 0.9300 -0.0811
N3 -3.0030 0.6270 -0.4322
C9 -3.1258 -0.7880 -0.2123
C10 -4.2539 -1.3952 -0.6006
C11 -4.2694 -2.7979 -0.2459
C12 -3.2161 -3.1902 0.7208
C13 -2.2372 -2.5450 1.2472
C14 -2.2225 -1.0086 0.7150
H3 -1.3083 -2.8202 1.8047
C15 -3.2451 -4.5057 1.3671
H4 -4.1891 -4.8286 1.9528
H5 -2.4419 -4.7396 1.9521
H6 -3.1096 -5.5958 0.5971
H7 -5.0696 -3.5704 -0.3402
H8 -5.0253 -1.2055 -1.4163
H9 -3.5272 1.1225 -0.9871
C16 -1.3087 2.5529 -0.1233
H10 -2.2018 3.1260 -0.3663
H11 -0.5794 2.4070 -0.8030
H12 -0.7089 2.6899 0.7809
H13 -0.2989 -0.5915 2.6350
H14 0.1712 1.0316 1.8829
C17 1.5951 -0.6406 -1.5075
C18 0.1482 -1.0015 -1.7776
C19 -0.5724 -0.4478 -2.7520
C20 -1.9061 -0.9302 -2.9805
C21 -1.4704 -2.2866 -2.3065
O2 -0.2568 -2.0911 -1.5921
H15 -2.1756 -3.1368 -2.3342
H16 -2.6535 -0.6564 -3.5003
H17 -0.4428 0.7891 -3.1519
H18 2.1453 -1.5413 -1.3971
H19 2.2280 -0.0705 -2.1186
S1 2.0003 2.1452 -1.7116
H20 2.1869 1.3804 1.6657
H21 2.7197 3.6890 -0.0307
H22 2.1994 3.8279 1.8484
H23 4.1427 2.9243 2.8688
H24 4.6739 4.0656 1.7914
H25 4.6772 2.5290 -0.8336
H26 6.0606 1.5381 -0.3671
H27 5.8941 3.5207 -0.1764

The HOMO energy is -6.905 eV. The total energy is -41599.1062 eV. The orbital gap is 7.47 eV. As for the total charge: 0. The value obtained for the energy relative to the best compared isomer or geometry (same formula, charge and spin) is 1807.4 kJ/mol.